The following is a DFT calculation (ωB97M-V/def2-TZVPD) of a structure of composition C14H24BF10N3O8PTi at a distorted geometry.

Results
* orbital gap (alpha / beta): 0.242 / 0.253 Eh
* molecular weight: 642.0 g/mol
* lowest unoccupied orbital energy (alpha / beta): 4.0214 / 4.0214 eV
* relative energy (zero: lowest compared OMol25 entry of this formula, charge and spin): 116.4 kJ/mol
* highest occupied orbital energy (alpha / beta): -2.551 / -2.857 eV

```
! wB97M-V def2-TZVPD RIJCOSX def2/J DEFGRID3
* xyz -2 2
Ti 0.9368 0.0405 0.2299
O -1.3256 -1.3095 -2.6826
C -1.4050 -2.5490 -2.0214
C -1.6049 -2.4795 -0.5134
N -0.4370 -2.1565 0.3273
C -0.8445 -2.1918 1.7339
C -0.8586 -0.8169 2.3936
O -1.5123 -0.6224 3.4006
O -0.1091 0.0650 1.8039
C 0.7033 -3.0165 0.0054
C 1.4504 -2.4495 -1.2019
O 2.0428 -3.1684 -1.9857
O 1.3225 -1.1592 -1.3141
H -0.5375 -0.8209 -2.3919
H -0.5669 -3.2037 -2.2852
H -2.3103 -3.0250 -2.4139
H -1.9716 -3.4738 -0.1997
H -2.3799 -1.7417 -0.3066
H -0.1515 -2.8024 2.3176
H -1.8464 -2.6126 1.8461
H 0.4090 -4.0527 -0.2090
H 1.3930 -3.0161 0.8483
F 1.9743 1.8327 1.0545
P 3.1598 2.3594 -0.0142
F 4.1575 1.2687 0.5711
F 2.5139 1.2004 -1.0249
F 4.2316 2.7816 -1.1297
F 3.6670 3.4397 1.0483
F 2.1126 3.4148 -0.6128
C -0.2213 2.4358 -2.9546
O -0.3147 1.2947 -2.1278
C -0.3452 1.4761 -0.7100
O -0.8065 2.5159 -0.3098
H 0.8218 2.7568 -3.0223
H -0.8206 3.2604 -2.5607
H -0.5856 2.1546 -3.9450
F 4.4474 -1.6842 2.3890
B 3.1007 -1.3737 2.4471
F 2.3404 -2.5010 2.8282
F 2.8317 -0.2992 3.2602
F 2.6594 -1.0599 1.0661
C -3.6461 1.0013 -2.5169
N -4.5023 1.2967 -1.3842
C -5.8129 1.8323 -1.6596
C -6.2702 2.7141 -0.5156
C -6.2134 1.9006 0.7613
N -4.9027 1.3245 0.9323
C -4.5569 0.8883 2.2690
C -4.0932 0.9279 -0.1216
O -3.0514 0.3301 0.0748
H -4.2092 0.4501 -3.2780
H -2.8033 0.3929 -2.2045
H -3.2648 1.9262 -2.9601
H -6.5464 1.0248 -1.8180
H -5.7577 2.3987 -2.5921
H -7.2830 3.0842 -0.6900
H -5.5946 3.5679 -0.4292
H -6.9928 1.1203 0.7431
H -6.4207 2.5317 1.6307
H -4.5857 1.7405 2.9531
H -3.5559 0.4701 2.2785
H -5.2597 0.1273 2.6318
*
```